{
  "formula": "C7H12N2",
  "method": "wB97M-V/def2-TZVPD",
  "symbols": ["C", "C", "C", "C", "C", "N", "N", "C", "C", "H", "H", "H", "H", "H", "H", "H", "H", "H", "H", "H", "H"],
  "positions_angstrom": [[0.868003, 0.889290, -0.103560], [-1.425608, -0.863290, 0.062486], [-0.589741, -1.260497, 1.270472], [-1.350256, 0.487472, -0.325379], [0.037186, -1.335998, -0.042842], [0.724191, 1.549593, 1.138569], [2.190414, 0.418554, -0.165291], [-2.023009, 1.535786, -0.743945], [0.641372, -2.113401, -0.954060], [0.674285, 1.470150, -1.004078], [-2.171540, -1.552240, -0.328701], [1.469062, 2.215140, 1.315158], [-0.171690, 2.006582, 1.238636], [2.603245, 0.291564, -1.076834], [2.441982, -0.154003, 0.632315], [-0.260507, -0.501533, 1.971780], [-0.827595, -2.223444, 1.707683], [-3.111384, 1.599226, -0.688833], [-1.513935, 2.433575, -1.100703], [0.151767, -2.934530, -1.463327], [1.643758, -1.957997, -1.339547]],
  "forces_ev_per_a": [[-0.249, 0.974, -0.665], [-1.344, -1.423, 0.384], [0.295, 1.571, 0.227], [1.527, -0.323, 0.099], [0.464, -0.726, -0.617], [-0.536, 0.207, 0.524], [-0.435, 0.253, 0.269], [0.114, 0.073, 0.267], [0.254, 0.023, -0.435], [-0.048, -0.004, -0.125], [-0.147, 0.141, 0.269], [0.104, -0.194, -0.093], [-0.036, -0.117, -0.031], [-0.074, -0.470, 0.402], [0.347, -0.140, -0.624], [-0.295, 0.108, 0.175], [0.182, -0.074, -0.217], [0.130, -0.118, -0.112], [0.021, -0.120, 0.028], [-0.807, 0.722, -0.776], [0.531, -0.361, 1.052]],
  "mulliken_charge": [-0.40, -0.50, -0.55, 0.31, 0.64, -0.53, -0.51, -0.84, -0.97, 0.40, 0.38, 0.26, 0.23, 0.24, 0.23, 0.26, 0.27, 0.28, 0.25, 0.28, 0.25],
  "lumo_ev": [0.66, 0.66],
  "homo_lumo_gap_ev": [7.698, 7.695],
  "multiplicity": 1,
  "de_lowest_kcal_mol": 167.9
}

***

{
  "formula": "C7H12N2O",
  "method": "wB97M-V/def2-TZVPD",
  "symbols": ["H", "N", "C", "C", "N", "H", "C", "C", "C", "C", "C", "O", "H", "H", "H", "H", "H", "H", "H", "H", "H", "H"],
  "positions_angstrom": [[-2.584539, 1.610202, -0.299613], [-2.267103, 0.975808, -1.028430], [-1.145464, 0.520737, -0.624595], [-0.439505, -0.429384, -1.497105], [0.139643, -0.057454, -2.539541], [0.744590, -0.712894, -3.091778], [-0.053678, -1.799373, -0.902434], [0.728885, -1.443630, 0.386739], [0.049619, -0.577485, 1.403457], [-0.279506, 0.761229, 0.679379], [0.924125, 1.652253, 0.302575], [-1.161382, 1.525488, 1.496370], [-0.996374, -2.467964, -0.646837], [0.666446, -2.459623, -1.561361], [1.198318, -2.341131, 1.002383], [1.601786, -1.023370, -0.045929], [-0.936158, -1.055961, 1.762223], [0.746920, -0.278391, 2.088040], [1.495956, 1.665200, 1.156994], [0.745338, 2.675597, 0.129268], [1.521927, 1.204374, -0.396225], [-0.699844, 2.055773, 2.226419]],
  "forces_ev_per_a": [[-0.388, 0.304, 0.158], [1.213, -0.062, 1.179], [-0.130, -0.366, -0.123], [2.007, -2.885, -0.360], [0.512, 1.391, -2.096], [-1.009, 0.236, 1.216], [-1.211, -2.280, 0.996], [1.023, -3.387, 0.998], [-2.768, 0.458, -3.410], [-2.323, 1.495, -0.542], [-1.746, -1.268, 1.207], [0.382, 1.308, 1.870], [1.702, 1.351, -0.529], [-1.635, 1.594, 0.900], [-1.241, 1.135, -1.591], [1.079, 1.045, 0.147], [1.712, 0.893, -0.165], [1.417, 0.220, 2.593], [1.669, 0.002, 2.329], [-0.936, 0.979, -0.818], [1.352, -0.824, -2.202], [-0.679, -1.339, -1.756]],
  "mulliken_charge": [0.30, -0.75, 0.10, 0.36, -0.71, 0.28, -0.59, -0.61, -0.81, 1.27, -1.86, -0.63, 0.27, 0.33, 0.28, 0.33, 0.22, 0.44, 0.59, 0.37, 0.45, 0.35],
  "lumo_ev": 0.70,
  "homo_lumo_gap_ev": 9.962,
  "multiplicity": 1,
  "smiles": "[H]/N=C1/C(=N/[H])CCC[C@]1(C)O",
  "de_lowest_kcal_mol": 56.4
}

***

{
  "formula": "C7H12N2O",
  "method": "wB97M-V/def2-TZVPD",
  "symbols": ["H", "N", "C", "C", "C", "C", "N", "O", "C", "C", "C", "H", "H", "H", "H", "H", "H", "H", "H", "H", "H", "H"],
  "positions_angstrom": [[-0.628768, 1.619904, -2.055537], [0.074908, 0.980387, -1.676262], [-0.345507, 0.476452, -0.542817], [-1.710204, 0.920060, -0.075187], [-1.897882, 2.227751, 0.159998], [-2.762926, -0.129445, 0.059460], [0.419570, -0.432773, 0.205290], [0.001416, -0.536101, 1.538871], [1.715854, -0.854688, -0.086634], [2.092444, -1.355140, -1.281291], [2.741976, -0.698977, 1.006844], [-2.857150, 2.609809, 0.492542], [-1.087588, 2.944051, 0.051555], [-2.598809, -0.738569, 0.952950], [-2.762069, -0.788479, -0.814935], [-3.761933, 0.313482, 0.134113], [-0.145321, -1.495123, 1.623689], [1.376363, -1.458042, -2.089305], [3.113288, -1.654760, -1.481491], [3.750724, -0.962917, 0.672416], [2.773144, 0.345135, 1.339865], [2.498471, -1.332015, 1.865866]],
  "forces_ev_per_a": [[0.179, -0.416, 0.311], [0.056, -1.106, 1.557], [0.325, 1.425, -2.034], [0.546, 0.404, 0.826], [0.095, -0.675, -0.049], [-0.431, -0.115, 0.025], [-1.486, 1.018, -0.944], [0.286, -0.671, -0.150], [1.892, -0.702, -0.903], [-1.074, 0.320, 0.548], [-0.077, 0.160, 0.363], [-0.003, -0.079, -0.153], [-0.094, -0.167, 0.061], [0.023, -0.005, -0.116], [0.043, 0.007, 0.125], [0.203, -0.006, 0.038], [-0.141, 0.394, 0.263], [0.088, 0.046, 0.077], [-0.056, 0.186, 0.194], [-0.367, -0.047, -0.146], [-0.081, -0.174, 0.104], [0.072, 0.202, 0.004]],
  "mulliken_charge": [0.32, -0.72, 0.33, 0.53, -1.02, -1.23, 0.24, -0.43, 0.67, -1.02, -1.07, 0.31, 0.32, 0.24, 0.30, 0.41, 0.36, 0.30, 0.27, 0.36, 0.28, 0.26],
  "lumo_ev": 0.70,
  "homo_lumo_gap_ev": 8.998,
  "multiplicity": 1,
  "smiles": "[H]/N=C(\\C(=C)C)N(O)C(=C)C",
  "de_lowest_kcal_mol": 78.0
}

***

no.,DFT total energy (a.u.)
1,-383.15570
2,-458.59903
3,-458.56459